(1)
Formula: C19H29N6OS5SbSiTi
Source: the OMol25 dataset
Level of theory: ωB97M-V/def2-TZVPD

XYZ file:
```
63
Properties=species:S:1:pos:R:3:forces:R:3:lowdin_spin:R:1
Ti 0.341 -0.607 0.746 -1.5378 0.4942 0.9872 0.267
N 3.833 -0.635 2.814 0.1096 0.1016 0.1814 0.103
C 3.684 0.752 2.913 0.1870 -0.1715 0.0713 0.003
C 2.582 1.091 2.221 -0.2542 -0.0710 -0.1442 0.017
N 1.979 -0.052 1.711 1.1184 -0.0315 0.4947 0.087
C 2.741 -1.101 2.121 0.0710 0.1215 -0.1297 0.152
C 2.346 -2.385 1.730 0.0501 -0.0199 -0.1418 0.092
N 1.254 -2.505 0.953 0.5413 -0.4589 0.1564 0.108
C 1.041 -3.853 0.782 -0.1683 0.1493 -0.0328 0.003
C 2.000 -4.560 1.416 0.1808 -0.0175 0.0679 0.042
N 2.872 -3.625 1.984 0.0375 -0.1858 0.1203 0.081
H 4.342 -1.180 3.484 0.0680 -0.0218 0.0552 0.006
H 4.391 1.360 3.452 -0.0541 -0.0508 -0.0269 0.000
H 2.154 2.065 2.059 -0.0239 -0.0424 -0.0199 0.002
H 0.201 -4.222 0.216 0.0230 0.0465 0.0035 0.000
H 2.174 -5.620 1.492 -0.0212 0.0734 0.0114 0.003
H 3.468 -3.829 2.765 0.0733 -0.0246 -0.0001 0.004
S -4.925 1.349 2.787 0.2052 -0.2972 -0.0495 -0.001
Sb -3.102 1.038 4.191 -0.7951 0.7318 0.2826 0.000
S -1.025 0.540 2.308 0.4673 -0.1604 -0.1044 0.009
S -0.687 -1.406 2.814 0.2992 -0.0108 -0.1719 -0.010
S -2.425 3.148 4.793 0.0426 -0.3072 -0.0548 -0.001
C 2.623 -2.523 -1.833 0.0099 0.0529 0.0445 0.001
C 2.409 -1.039 -1.917 -0.1538 -0.1025 0.1407 0.005
C 3.150 -0.269 -2.787 0.0700 0.0900 -0.0972 0.001
C 2.907 1.107 -2.837 -0.0333 -0.0392 0.0288 0.006
C 1.937 1.669 -2.051 -0.0584 0.0348 0.0527 0.001
C 1.185 0.832 -1.186 -0.0586 0.1612 -0.1977 0.006
N 1.458 -0.502 -1.137 0.1738 0.2504 -0.3727 0.004
N 0.201 1.192 -0.334 0.2901 -0.0647 -0.3235 -0.001
Si -0.563 2.773 -0.436 0.0423 0.0653 0.0033 0.000
C -2.137 3.057 0.506 -0.0067 -0.2314 0.3358 0.000
C 0.622 4.086 0.181 0.1972 0.1352 0.0293 0.000
C -0.979 3.061 -2.263 0.0686 0.0689 -0.1451 0.000
H 3.129 -2.883 -2.728 0.0362 -0.0024 -0.0023 0.000
H 1.670 -3.036 -1.728 -0.0136 -0.0298 -0.0207 0.001
H 3.230 -2.779 -0.962 -0.0211 -0.0143 0.0020 0.000
H 3.901 -0.730 -3.414 -0.0264 -0.0022 0.0013 0.000
H 3.487 1.733 -3.505 0.0175 0.0196 -0.0127 0.000
H 1.741 2.732 -2.069 0.0189 -0.0426 -0.0471 0.000
H -2.064 2.835 1.578 -0.0731 0.1171 -0.1441 0.000
H -2.997 2.505 0.122 0.0125 0.0268 0.0523 0.000
H -2.366 4.128 0.434 0.0490 -0.0987 -0.0732 0.000
H 0.715 4.000 1.270 -0.0177 0.0204 -0.0988 0.000
H 0.223 5.084 -0.035 0.0508 -0.0929 0.0398 0.000
H 1.624 4.016 -0.256 -0.0741 0.0281 0.0708 0.000
H -0.712 2.195 -2.878 -0.0414 0.0815 0.0150 0.000
H -0.455 3.932 -2.676 -0.0786 -0.1132 0.0287 0.000
H -2.054 3.241 -2.373 0.0934 -0.0081 0.0091 0.000
O -1.222 -1.369 -0.217 -0.8536 0.1628 -0.6832 0.005
S -2.390 -0.341 -0.263 -0.2270 -0.3842 -0.5414 0.003
C -3.806 -1.289 0.351 -0.1804 0.1866 0.2367 0.001
C -4.814 -1.372 -0.789 0.1052 -0.0218 -0.0733 0.000
C -3.992 -1.558 -2.064 0.0186 0.0310 0.0887 0.000
C -2.939 -0.458 -2.005 0.0183 -0.1186 0.0652 0.001
H -4.197 -0.766 1.232 0.0882 -0.0001 0.0342 0.000
H -3.384 -2.254 0.633 0.0181 0.0159 -0.0132 0.000
H -5.379 -0.437 -0.837 -0.0403 -0.0382 0.0018 0.000
H -5.522 -2.182 -0.621 -0.0160 -0.0105 0.0284 0.000
H -4.596 -1.503 -2.970 0.0112 0.0220 -0.0126 0.000
H -3.498 -2.533 -2.038 -0.0266 0.0174 -0.0525 0.000
H -3.348 0.524 -2.264 0.0258 -0.0958 0.0362 0.000
H -2.037 -0.644 -2.588 -0.0346 0.0764 0.0101 0.000
```
Positions in Å, forces in eV/Å.

Properties
Total charge: -1
HOMO energy (spin up / spin down), eV: -3.12 / -3.27
Molar mass, g mol⁻¹: 715.5
Orbital gap (spin up / spin down), eV: 5.00 / 5.14
ΔE to the lowest compared entry with this formula, charge and spin, eV: 2.191
Spin multiplicity: 2

---

(2)
Formula: C22H23AsCsF6N3O8S
Source: the OMol25 dataset
Level of theory: ωB97M-V/def2-TZVPD

XYZ file:
```
65
Properties=species:S:1:pos:R:3:forces:R:3:lowdin_charge:R:1
Cs 2.473 2.779 2.254 2.0231 4.0007 3.7149 1.624
As 0.604 0.460 0.758 0.4245 -0.6112 -2.8655 1.103
F 0.506 0.304 -1.072 0.1300 -2.2655 8.6224 -0.278
F -0.013 -1.177 0.914 2.9354 1.4883 -8.5560 -0.278
F 0.655 0.339 2.517 0.0236 3.4978 -1.2034 -0.258
F 1.318 2.111 0.527 -3.6587 -2.9355 -3.6413 -0.699
F -1.034 1.237 0.716 3.9288 2.8215 1.2402 -0.210
F 2.317 -0.149 0.621 -3.0073 3.7846 -4.4127 -0.240
C 3.208 -3.108 1.420 -0.0581 2.0983 0.3383 -0.017
C 4.556 -3.042 1.837 -0.9762 0.3690 0.4968 -0.045
C 5.039 -1.888 2.472 2.6873 -2.9428 -1.3046 -0.040
C 4.275 -0.812 2.605 -2.5831 3.4323 1.3833 -0.118
C 2.923 -0.830 2.297 1.2267 -1.8575 2.0850 -0.074
C 2.375 -1.990 1.665 1.8844 -1.6936 1.8656 -0.042
N 4.843 0.487 3.272 1.3552 -0.3717 0.4589 -0.255
O 4.070 1.455 3.552 2.5760 -3.2374 0.2007 -0.370
O 6.060 0.511 3.515 -2.8927 0.0631 -0.6135 0.095
H 2.874 -3.922 0.794 -0.1985 -0.2222 0.3258 0.108
H 5.129 -3.952 1.734 0.4831 0.2821 -0.0619 0.104
H 6.093 -1.808 2.693 0.0594 -0.1733 0.3048 0.122
H 2.278 0.022 2.453 1.6662 -1.1138 1.4411 0.024
H 1.328 -1.932 1.408 1.4061 -1.2122 0.2194 0.069
C 1.014 0.877 -2.988 1.9812 0.0067 -2.4513 -0.144
C 0.670 0.142 -4.096 1.6283 0.8283 -1.6165 -0.041
C 0.639 0.811 -5.345 -0.7793 -1.6328 0.6597 0.021
C 0.843 2.180 -5.451 -1.6981 -0.3212 0.0816 -0.149
C 0.876 2.913 -4.293 -0.2764 0.0263 0.8348 0.019
C 0.939 2.229 -3.071 1.5246 2.4330 -0.9186 -0.068
N 0.603 2.877 -6.725 1.2616 -0.5596 -2.8507 -0.317
O -0.043 3.912 -6.764 0.6131 -1.0032 0.5421 0.089
O 1.133 2.349 -7.752 -1.2969 0.9890 2.4649 0.040
H 1.315 0.476 -2.031 1.8922 0.1712 -3.3930 0.037
H 0.719 -0.936 -4.077 -0.4321 -0.1110 -0.0764 0.115
H 0.293 0.142 -6.119 0.4539 0.5544 -0.8176 0.120
H 0.805 3.991 -4.323 0.1976 0.0576 -0.0359 0.125
H 1.208 2.847 -2.227 -0.3584 0.0060 0.3968 0.111
C -3.339 -0.865 2.018 -0.5181 -0.4813 3.1631 -0.049
C -1.972 -0.644 1.759 -3.3533 -1.0379 0.6137 -0.072
C -1.086 -1.264 2.546 0.5166 -1.6582 5.8988 -0.059
C -1.487 -1.882 3.719 -0.4269 -0.0603 0.3552 -0.103
C -2.813 -2.001 4.043 -0.8798 -0.9551 0.6883 -0.018
C -3.764 -1.516 3.181 0.3430 0.7774 -1.0566 -0.032
N -0.526 -2.559 4.630 -0.9755 -1.7367 -0.6271 -0.288
O -0.991 -2.951 5.730 2.0971 1.0332 -2.1235 0.052
O 0.538 -2.883 4.077 -1.0140 0.5443 1.9455 0.070
H -4.098 -0.479 1.353 -0.6090 -0.5892 1.8148 0.087
H -1.612 0.000 0.970 -2.1494 -2.5092 1.0995 0.018
H -0.031 -1.193 2.330 -2.2432 -1.3880 3.7132 0.049
H -3.147 -2.603 4.875 0.2646 0.2267 0.3064 0.119
H -4.825 -1.572 3.371 0.0087 -0.3040 0.1320 0.111
C -2.430 -0.376 -1.453 0.0420 0.1590 -0.6479 -0.164
C -3.528 -0.060 -0.406 0.5351 2.5427 -1.3820 -0.237
C -4.019 1.425 -0.616 0.0334 -0.4178 -1.1644 -0.180
S -2.896 2.229 -1.838 -0.6167 -1.4394 -0.7610 0.722
O -2.493 3.514 -1.328 0.5801 0.1593 0.1760 -0.357
O -3.602 2.212 -3.133 1.1557 -0.3169 1.3652 -0.355
C -1.523 0.866 -1.752 -3.8453 1.1830 0.0509 -0.174
H -2.977 -0.770 -2.310 0.3990 0.3118 -0.5146 0.112
H -1.799 -1.205 -1.132 0.0365 -0.0752 0.2776 0.107
H -3.165 -0.148 0.618 -0.0844 1.1835 -4.0986 -0.028
H -4.401 -0.698 -0.541 0.1952 -0.2661 0.0299 0.126
H -4.148 2.106 0.226 0.5163 -0.3266 0.3006 0.097
H -4.979 1.437 -1.131 0.0280 0.0018 -0.1253 0.089
H -0.907 1.042 -0.870 -2.6135 1.1149 -2.4299 0.019
H -0.870 0.930 -2.623 -1.5689 -0.3207 0.1417 0.056
```
Positions in Å, forces in eV/Å.

Properties
HOMO energy, eV: -9.44
Molar mass, g mol⁻¹: 811.3
Orbital gap, eV: 7.39

---

(3)
Formula: C38H50Cl2CrN3O2P2
Source: the OMol25 dataset
Level of theory: ωB97M-V/def2-TZVPD

XYZ file:
```
98
Properties=species:S:1:pos:R:3:forces:R:3:lowdin_spin:R:1
Cr 0.431 -0.186 -0.463 0.3489 -0.6636 0.0328 3.773
C -3.724 0.174 -1.368 0.0018 -0.0396 0.0187 0.000
C -2.822 -0.156 -2.558 -0.0392 -0.1096 0.0669 -0.002
C -3.484 0.326 -3.847 0.0157 -0.0019 0.0342 -0.001
P -1.111 0.489 -2.238 -0.1597 0.4356 -0.2054 0.012
C -0.346 0.737 -3.893 -0.0942 0.0084 -0.0426 0.003
C -0.101 -0.649 -4.499 0.0036 -0.0066 0.0281 0.000
C 0.961 1.528 -3.777 0.0439 0.0278 0.0916 0.004
C -1.391 2.142 -1.541 -0.0123 0.0014 -0.0089 0.010
C -1.885 3.208 -2.288 0.0168 -0.0126 -0.0215 0.001
C -2.086 4.458 -1.728 0.0070 0.0121 -0.0043 0.005
C -1.721 4.639 -0.396 -0.0056 0.0035 0.0078 0.001
C -1.227 3.598 0.363 -0.0232 -0.0375 -0.0308 0.003
C -1.104 2.290 -0.158 0.0487 -0.0132 -0.0881 0.008
N -0.640 1.196 0.560 -0.1468 0.3075 0.1964 0.011
C -0.659 1.223 1.955 0.0274 -0.0782 -0.0204 0.007
C -1.680 1.869 2.679 0.0384 0.0534 0.0138 0.001
C -1.629 1.996 4.052 -0.0142 -0.0106 -0.0155 0.001
C -0.569 1.456 4.771 0.0185 0.0046 0.0381 0.003
C 0.364 0.693 4.092 0.0227 -0.0096 0.0634 0.000
C 0.315 0.519 2.710 -0.0258 0.0490 -0.1007 0.005
P 1.240 -0.772 1.816 -0.2001 0.0069 0.3515 0.013
C 2.890 -1.066 2.609 0.0702 -0.0499 -0.0534 0.000
C 3.741 0.202 2.663 -0.0085 0.0192 -0.0390 0.000
C 2.898 -1.799 3.952 0.0060 0.0331 -0.0004 -0.001
C 0.209 -2.279 2.176 -0.0121 -0.0005 0.0044 0.004
C 0.899 -3.535 1.638 -0.0150 0.0249 0.0065 0.001
C -0.341 -2.485 3.586 -0.0361 -0.0369 -0.0400 0.000
H -4.669 -0.363 -1.472 -0.0149 -0.0086 0.0056 0.000
H -3.937 1.244 -1.325 -0.0044 0.0092 0.0072 0.000
H -3.279 -0.124 -0.419 0.0083 0.0307 0.0235 0.000
H -2.694 -1.243 -2.575 0.0188 0.0596 -0.0465 0.000
H -3.700 1.395 -3.808 0.0162 0.0528 -0.0022 0.000
H -4.439 -0.192 -3.962 -0.0220 0.0084 -0.0040 0.000
H -2.895 0.127 -4.741 0.0436 -0.0449 -0.0247 0.000
H -1.044 1.299 -4.521 0.0193 -0.0793 -0.0350 0.000
H 0.626 -1.185 -3.886 0.0085 -0.0143 0.0025 0.000
H 0.298 -0.550 -5.511 0.0022 0.0037 -0.0001 0.000
H -1.005 -1.258 -4.546 -0.0489 0.0073 0.0008 0.000
H 1.443 1.409 -2.802 -0.0011 -0.0338 -0.0470 0.004
H 0.799 2.593 -3.933 -0.0140 0.0513 0.0258 0.000
H 1.672 1.187 -4.532 0.0192 0.0170 -0.0356 0.000
H -2.110 3.053 -3.338 -0.0025 -0.0080 -0.0069 0.000
H -2.483 5.275 -2.316 -0.0044 0.0100 -0.0058 0.000
H -1.807 5.619 0.058 0.0043 0.0128 0.0110 0.000
H -0.911 3.798 1.375 -0.0003 -0.0057 0.0819 0.000
H -2.518 2.283 2.137 -0.0124 0.0458 -0.0331 0.000
H -2.428 2.516 4.566 -0.0030 0.0110 0.0012 0.000
H -0.504 1.576 5.844 -0.0051 -0.0010 0.0113 0.000
H 1.138 0.193 4.658 -0.0510 0.0245 -0.0315 0.000
H 3.353 -1.731 1.874 -0.0358 0.0396 0.0026 0.000
H 3.221 1.030 3.150 -0.0270 0.0044 0.0393 0.000
H 4.037 0.518 1.664 0.0001 -0.0104 -0.0327 0.000
H 4.657 0.002 3.223 0.0033 -0.0003 0.0048 0.000
H 2.357 -1.279 4.741 0.0545 -0.0010 0.0045 0.000
H 3.935 -1.907 4.280 0.0072 -0.0069 0.0088 0.000
H 2.478 -2.795 3.863 -0.0176 -0.0455 0.0249 0.000
H -0.649 -2.107 1.520 -0.0022 0.0142 -0.0397 0.001
H 1.609 -3.939 2.362 0.0406 -0.0145 -0.0028 0.000
H 1.436 -3.343 0.709 -0.0187 0.0214 -0.0640 0.000
H 0.146 -4.297 1.436 -0.0287 -0.0508 -0.0110 0.000
H 0.417 -2.820 4.293 0.0186 0.0217 0.0260 0.000
H -1.106 -3.264 3.530 0.0037 -0.0069 0.0169 0.000
H -0.812 -1.586 3.987 -0.0066 -0.0342 -0.0408 0.000
Cl 4.848 -0.763 -3.146 0.0111 0.0160 -0.0154 0.001
C 3.613 -2.002 -2.755 0.0464 -0.0229 0.0499 -0.001
C 2.886 -1.610 -1.464 0.0729 -0.1663 0.0499 0.013
O 3.434 -1.806 -0.387 0.1072 0.0129 -0.0465 0.012
O 1.726 -1.114 -1.665 -0.1959 0.1633 -0.1507 0.043
H 4.138 -2.944 -2.620 -0.0120 0.0428 0.0021 0.000
H 2.933 -2.044 -3.600 -0.0092 -0.0179 0.0337 0.000
Cl -3.673 -7.752 1.143 -0.0043 -0.0091 0.0040 0.001
C -3.029 -6.218 0.576 -0.0098 -0.0266 0.0191 0.006
C -3.504 -5.022 1.097 -0.0229 -0.0603 0.0178 0.000
C -3.003 -3.819 0.652 0.0173 0.0462 -0.0131 0.004
C -1.986 -3.730 -0.354 0.0701 -0.1221 0.2526 0.005
C -1.468 -2.518 -0.780 0.2926 0.2217 -0.0908 0.018
C -1.525 -4.995 -0.843 -0.0111 0.0609 -0.0142 0.004
C -2.033 -6.192 -0.395 -0.0156 -0.0650 0.0210 0.000
H -4.273 -5.039 1.860 -0.0128 -0.0032 0.0122 0.000
H -3.390 -2.899 1.078 -0.0111 0.0257 0.0075 0.000
H -1.859 -1.589 -0.384 -0.0870 -0.0291 -0.0282 0.004
H -0.667 -2.470 -1.508 -0.0370 -0.0435 -0.1263 0.003
H -0.742 -5.003 -1.593 0.0305 0.0007 -0.0404 0.000
H -1.653 -7.125 -0.795 -0.0014 -0.0099 -0.0023 0.000
N 1.244 4.739 -2.000 -0.0166 0.0487 -0.1008 0.000
C 1.929 4.397 -0.854 0.0858 -0.0079 0.0897 0.000
C 2.555 5.376 -0.068 -0.0345 -0.0216 -0.0115 0.000
C 3.255 4.974 1.047 0.0161 -0.0559 0.0414 0.000
C 3.328 3.619 1.357 0.0061 0.0690 -0.0010 0.000
C 2.677 2.738 0.514 -0.0745 -0.1322 0.0486 0.005
N 1.989 3.100 -0.563 0.0132 0.0960 -0.1305 0.006
H 0.852 5.667 -2.002 -0.0202 -0.0004 0.0094 0.000
H 0.570 4.038 -2.268 -0.0515 -0.0433 -0.0096 0.000
H 2.477 6.420 -0.340 0.0118 0.0267 -0.0105 0.000
H 3.742 5.709 1.675 0.0034 -0.0007 0.0028 0.000
H 3.865 3.258 2.222 0.0072 -0.0099 0.0166 0.000
H 2.685 1.673 0.713 0.0111 0.0211 -0.0047 0.005
```
Positions in Å, forces in eV/Å.

Properties
Total charge: -1
HOMO energy (spin up / spin down), eV: -2.51 / -2.56
Molar mass, g mol⁻¹: 765.7
Orbital gap (spin up / spin down), eV: 4.91 / 4.96
ΔE to the lowest compared entry with this formula, charge and spin, eV: 0.162
Spin multiplicity: 5

---

(4)
Formula: C5H6N
Source: the OMol25 dataset
Level of theory: ωB97M-V/def2-TZVPD

XYZ file:
```
12
Properties=species:S:1:pos:R:3:forces:R:3:nbo_charge:R:1
C 1.523 0.623 -0.102 1.5566 -0.7572 0.1484 -0.054
C 1.205 -0.633 -0.054 -0.8990 -0.0972 -0.5020 0.386
C -0.017 -1.414 -0.025 0.0649 -1.9151 2.6810 -0.508
C -0.828 0.953 -0.386 -1.8519 1.0847 -1.0042 -0.258
C -0.647 -0.136 0.591 -0.4005 0.2151 1.3767 -0.047
N 0.330 1.109 0.457 -0.2490 0.8715 0.4767 -0.247
H 2.469 1.138 -0.201 -0.2927 0.2703 -0.3239 0.294
H -0.573 -1.627 -0.887 0.0292 -0.1643 -1.8567 0.276
H -0.008 -2.428 0.550 0.0932 2.2288 -0.3063 0.308
H -0.637 0.748 -1.500 -0.5605 0.4364 1.7831 0.250
H -1.711 1.649 -0.067 1.8769 -1.0928 -0.9006 0.295
H -1.104 0.019 1.625 0.6326 -1.0803 -1.5720 0.305
```
Positions in Å, forces in eV/Å.

Properties
Total charge: +1
HOMO energy (spin up / spin down), eV: -15.19 / -15.19
Molar mass, g mol⁻¹: 80.1
Orbital gap (spin up / spin down), eV: 8.82 / 8.82
ΔE to the lowest compared entry with this formula, charge and spin, eV: 5.957

---

(5)
Formula: C3H2O4
Source: the OMol25 dataset
Level of theory: ωB97M-V/def2-TZVPD

XYZ file:
```
9
Properties=species:S:1:pos:R:3:forces:R:3:nbo_charge:R:1
O -0.034 -2.184 -0.163 0.0034 -0.5296 0.0425 -0.441
C -0.809 -1.330 -0.030 -0.4126 0.8206 0.1949 0.616
C -1.447 -0.187 0.157 1.8083 2.4150 -1.8692 -0.198
O -2.752 0.034 0.527 -0.0085 -0.9830 0.7351 -0.695
H -0.728 0.675 -0.309 -2.0072 -1.8965 1.3774 0.220
H -3.177 0.837 0.225 0.6221 0.1814 -0.4796 0.497
O 2.752 1.712 0.368 -0.3500 2.1136 0.3238 -0.515
C 2.993 0.744 -0.191 -0.2896 0.1419 1.3501 1.013
O 3.203 -0.301 -0.582 0.6341 -2.2633 -1.6750 -0.498
```
Positions in Å, forces in eV/Å.

Properties
HOMO energy, eV: -8.50
SMILES string: O=C=CO.O=C=O
Molar mass, g mol⁻¹: 102.0
Orbital gap, eV: 8.59
ΔE to the lowest compared entry with this formula, charge and spin, eV: 1.528

---

Energy in eV, matching the order above: -122875.52313, -132542.20524, -120830.88701, -6759.22005, -11331.60120
Strongest force on any atom in eV Å⁻¹, matching the order above: 1.9, 9.2, 0.8, 3.3, 3.5